1.
Below is C21H21CdNO4S3 as an isolated structure, with properties calculated with wB97M-V/def2-TZVPD.

Output
Kohn-Sham gap	8.34	eV
HOMO level	-8.37	eV

The geometry in XYZ format:
```
51
C21H21CdNO4S3 (wB97M-V/def2-TZVPD)
Cd -0.8397 0.6332 1.0089
C -0.6318 -2.2031 3.6181
C 0.8478 -2.5580 3.4884
S 1.8417 -1.4578 2.4506
C 2.3573 -2.5544 1.1022
C 2.1019 -1.9871 -0.2940
S 0.5090 -1.2215 -0.6667
C -0.7166 -2.5399 -0.4766
C -0.9967 -3.0815 0.9239
S -1.5689 -1.8327 2.1120
H -0.7535 -1.3022 4.2204
H -1.1461 -3.0127 4.1380
H 0.9776 -3.5791 3.1312
H 1.2691 -2.5338 4.4939
H 1.8690 -3.5195 1.2259
H 3.4291 -2.7376 1.1881
H 2.2810 -2.7617 -1.0428
H 2.8009 -1.1764 -0.5112
H -0.4306 -3.3727 -1.1220
H -1.6232 -2.1007 -0.8989
H -0.1099 -3.5534 1.3356
H -1.7708 -3.8455 0.8486
O 0.4228 3.7944 2.7418
C 0.6464 2.7792 2.1205
O 0.2675 1.5731 2.4843
C 1.3966 2.8260 0.8025
C 1.3965 3.9917 0.0519
C 2.0192 4.0563 -1.1984
C 2.6396 2.9146 -1.6399
O 3.3146 2.7169 -2.8164
C 3.7941 1.3758 -2.7831
O 3.3618 0.7790 -1.5574
C 2.6631 1.7569 -0.8868
C 2.0530 1.6739 0.3350
H 0.8940 4.8595 0.4575
H 2.0136 4.9591 -1.7931
H 4.8849 1.3807 -2.8158
H 3.3720 0.8206 -3.6223
H 2.0825 0.7870 0.9533
N -6.4147 0.7675 -4.0690
C -5.5706 0.7708 -3.2884
C -4.5131 0.7751 -2.3124
C -4.7509 0.2898 -1.0299
C -3.7208 0.2872 -0.1005
C -2.4443 0.7649 -0.4124
C -2.2388 1.2481 -1.7090
C -3.2532 1.2593 -2.6540
H -5.7345 -0.0800 -0.7707
H -3.9332 -0.0983 0.8906
H -1.2667 1.6305 -1.9997
H -3.0780 1.6385 -3.6524
```

Atom charges from the natural (NBO) analysis, given in e for atoms 1 to 6: 1.504, -0.535, -0.545, 0.220, -0.542, -0.563

---

2.
Below is a 5-piece molecular cluster, C21H21Cl16N4O6PS overall, with properties calculated with wB97M-V/def2-TZVPD.

Output
Kohn-Sham gap	6.25	eV
HOMO level	-8.68	eV

The geometry in XYZ format:
```
70
C21H21Cl16N4O6PS (wB97M-V/def2-TZVPD)
C 1.2534 -2.5219 2.2313
C 1.9927 -1.4708 1.1762
P 0.8327 0.0896 1.0705
C 1.3887 1.1586 -0.4111
C 1.3987 0.3910 -1.8597
C -0.9130 -0.6506 0.8435
C -1.3706 -1.4291 -0.5618
C -2.8793 -2.1220 -0.7521
N -3.1395 -2.7907 -2.0725
C -4.5186 -3.3867 -2.0223
O -4.9721 -4.1110 -3.2560
N -5.8955 -3.3317 -3.8843
O -5.3387 -2.2797 -4.2464
C -5.5733 -3.3366 -0.7842
S -7.2666 -4.2024 -0.8813
C -7.1509 -5.9057 -1.7075
O -8.3872 -3.3040 -1.4566
O -7.6521 -4.5025 0.6184
N -5.2695 -2.6090 0.4946
C -3.8979 -1.9960 0.5097
C -3.4473 -1.2113 1.9090
C -1.9619 -0.5162 2.1393
N -1.5097 0.1636 3.4124
C -2.3787 -0.1731 4.6039
C -3.8353 0.5613 4.9482
O -1.9923 -1.1289 5.4768
C -1.3856 1.6640 3.2711
C -2.1148 2.6093 2.1478
O -0.6220 2.2985 4.2023
H 0.5855 -3.3032 1.6538
H 2.0761 -3.0809 2.8905
H 0.5961 -1.8702 2.9480
H 2.0078 -2.0399 0.1342
H 3.0672 -1.1458 1.5400
H 2.5195 1.4724 -0.1918
H 0.7863 2.1814 -0.4450
H 1.7469 -0.7472 -1.7955
H 2.2013 0.9215 -2.5619
H 0.3702 0.4980 -2.4191
H -0.6134 -1.5037 -1.4676
H -7.7080 -6.7281 -1.0480
H -7.5561 -5.8531 -2.8067
H -5.9941 -6.1945 -1.6512
H -4.2539 -1.1569 2.7876
H -4.6432 -0.3084 4.8274
H -4.1045 1.3596 4.1343
H -3.9046 0.9612 6.0461
H -2.3256 3.6556 2.6826
H -1.3669 2.8439 1.2776
H -3.1372 2.1491 1.8127
C 5.8128 0.5993 -1.9919
Cl 6.5311 1.7689 -3.1280
Cl 7.1107 -0.2752 -1.1402
Cl 4.8034 1.4656 -0.8065
Cl 4.8061 -0.5623 -2.8929
C 5.5129 4.8266 -5.9737
Cl 6.9586 4.4937 -4.9871
Cl 4.0928 4.0518 -5.2268
Cl 5.2491 6.5862 -6.0663
Cl 5.7507 4.1746 -7.6147
C 10.6128 5.9266 -5.8987
Cl 10.3946 5.2763 -4.2543
Cl 12.1800 5.3830 -6.5492
Cl 9.2984 5.3399 -6.9487
Cl 10.5784 7.7070 -5.8427
C 1.3129 1.0342 7.1628
Cl 1.6409 0.0086 5.7433
Cl -0.3710 0.7933 7.6932
Cl 2.4213 0.5904 8.4853
Cl 1.5601 2.7447 6.7295
```

Atom charges from the natural (NBO) analysis, given in e for atoms 1 to 6: -0.639, -0.690, 0.755, -0.716, -0.657, -0.321

---

3.
Below is C21H21Cl3N3O4Tm as an isolated structure, with properties calculated with wB97M-V/def2-TZVPD.

Output
2S+1	3
Kohn-Sham gap (spin up / spin down)	8.42 / 8.42	eV
HOMO level (spin up / spin down)	-14.94 / -14.94	eV
charge	+2

The geometry in XYZ format:
```
53
C21H21Cl3N3O4Tm (wB97M-V/def2-TZVPD)
Tm 0.5029 0.2824 0.0941
C 2.3567 -3.7576 -0.5473
C 1.5702 -4.2334 -1.5863
C 0.3451 -3.6990 -1.8701
C -0.0200 -2.5760 -1.1270
N 0.7494 -2.0190 -0.2239
C 1.9377 -2.6202 0.0934
C -1.3184 -1.9256 -1.3082
C -2.4517 -2.5186 -1.9163
C -3.5096 -1.7614 -2.3085
C -3.5732 -0.4421 -1.9232
C -2.4499 0.1053 -1.2254
N -1.3520 -0.6235 -0.9678
C -2.4392 1.5270 -0.7817
C -3.5428 2.3437 -0.8315
C -3.3607 3.6596 -0.3951
C -2.1439 4.1623 0.1326
C -1.0855 3.2234 0.1859
N -1.2572 1.9360 -0.2297
H 3.2735 -4.2099 -0.2684
H 1.8446 -5.1226 -2.0926
H -0.3543 -4.1196 -2.5842
H 2.5327 -2.1610 0.8584
H -2.4272 -3.6028 -2.0547
H -4.3287 -2.3146 -2.7405
H -4.4652 0.1753 -2.0869
H -4.4893 1.9697 -1.0641
H -4.2533 4.2894 -0.2994
H -2.0652 5.1788 0.4494
H -0.1063 3.4601 0.5134
C -1.7885 0.4500 2.7993
O -0.5036 -0.0436 2.2133
C 0.4083 -0.5695 3.2172
C 1.7317 0.2428 3.1598
O 2.0952 0.2480 1.7488
C 3.3574 0.8941 1.5887
H -2.2319 -0.3637 3.3497
H -2.4525 0.6707 1.9769
H -1.6053 1.4317 3.3089
H 0.5376 -1.6319 2.9375
H -0.0911 -0.5048 4.1802
H 2.5225 -0.2381 3.7028
H 1.7096 1.2625 3.5643
H 4.0422 0.5105 2.2958
H 3.3119 1.9681 1.6934
H 3.6908 0.6586 0.5716
Cl 4.4388 0.2857 -2.8329
C 3.4956 1.6955 -2.3726
Cl 2.6727 2.3327 -3.8961
Cl 4.4532 2.8433 -1.3950
C 2.3450 1.2282 -1.4851
O 1.9098 0.0605 -1.6559
O 1.8315 1.9627 -0.5652
```

Atom charges from the natural (NBO) analysis, given in e for atoms 1 to 6: 2.056, -0.213, -0.101, -0.198, 0.193, -0.560

---

4.
Below is a 6-piece molecular cluster, C21H21Cl8NO2 overall, with properties calculated with wB97M-V/def2-TZVPD.

Output
2S+1	2
Kohn-Sham gap (spin up / spin down)	2.15 / 7.68	eV
HOMO level (spin up / spin down)	-0.68 / -6.22	eV
charge	-1

The geometry in XYZ format:
```
53
C21H21Cl8NO2 (wB97M-V/def2-TZVPD)
C 33.2154 -10.3119 -33.1981
Cl 33.9083 -9.1382 -34.4186
Cl 32.9889 -9.4722 -31.5718
Cl 31.7106 -11.1084 -33.7546
Cl 34.3557 -11.5391 -32.9480
C 32.6568 -3.9152 -24.2340
Cl 33.1844 -5.1385 -22.9633
Cl 31.6669 -2.7170 -23.5078
Cl 34.0976 -3.1342 -24.9786
Cl 31.8696 -4.8464 -25.5028
C 33.2063 -10.0459 -24.3980
N 32.4120 -10.0415 -23.1158
O 32.4579 -11.0063 -22.3649
O 31.5723 -9.1061 -23.0382
H 34.1495 -10.3795 -23.9653
H 33.3319 -9.0421 -24.8038
H 32.6906 -10.6268 -25.1627
C 30.3002 -5.5415 -33.3203
C 31.1679 -4.9683 -34.1498
C 32.5516 -5.0783 -33.9798
C 33.0079 -5.9373 -32.9278
C 32.1398 -6.4857 -32.0392
C 30.7763 -6.3914 -32.2833
H 29.2601 -5.2827 -33.4532
H 30.7500 -4.2719 -34.8617
H 33.1997 -4.6627 -34.7371
H 34.0814 -6.0119 -32.8358
H 32.4574 -7.0101 -31.1501
H 30.1805 -6.7352 -31.4507
C 28.1617 -13.8709 -23.1245
C 29.4461 -13.2719 -23.3105
C 30.5931 -13.8466 -22.8041
C 30.5360 -15.0150 -22.1180
C 29.2699 -15.6250 -21.8700
C 28.1220 -15.0473 -22.4101
H 27.2286 -13.4026 -23.4008
H 29.4800 -12.3591 -23.8867
H 31.5239 -13.3008 -22.8500
H 31.3944 -15.4707 -21.6469
H 29.2020 -16.5682 -21.3483
H 27.1743 -15.5488 -22.2810
C 30.4056 -10.3943 -27.0107
C 30.3510 -9.4450 -26.0311
C 30.7769 -8.1708 -26.3292
C 31.1280 -7.8231 -27.6359
C 30.9765 -8.7354 -28.6908
C 30.7133 -10.0239 -28.3384
H 29.9964 -11.3898 -26.9214
H 29.9795 -9.7801 -25.0740
H 30.8322 -7.4397 -25.5362
H 31.5401 -6.8420 -27.8200
H 31.3654 -8.4412 -29.6544
H 30.7799 -10.7683 -29.1180
```

Atom charges from the natural (NBO) analysis, given in e for atoms 1 to 6: -0.296, -0.196, -0.272, -0.147, -0.038, -0.212

---

5.
Below is a 2-piece molecular cluster, C21H21ClFN2O overall, with properties calculated with wB97M-V/def2-TZVPD.

Output
energy above the lowest of the compared OMol25 structures with the same formula, charge and spin	7.7	kJ/mol
Kohn-Sham gap	6.32	eV
HOMO level	-10.85	eV
charge	+1

The geometry in XYZ format:
```
47
C21H21ClFN2O (wB97M-V/def2-TZVPD)
C 3.0493 0.8938 -0.2897
C 2.3431 0.2544 -1.4434
N 1.0738 -0.0170 -1.4432
F -0.0688 0.7639 0.3877
C 0.3130 -0.5455 -2.3559
C -1.1561 -0.7595 -2.1906
C 0.9574 -0.9331 -3.5297
C 2.3306 -0.7026 -3.6460
C 3.0312 -1.1064 -4.8952
C 3.0389 -0.1082 -2.5971
H 4.1241 1.0281 -0.5106
H 2.6194 1.8733 -0.0611
H 2.9586 0.2761 0.6096
H -1.5751 -1.2450 -3.0906
H -1.3675 -1.3976 -1.3289
H -1.6823 0.1869 -2.0376
H 0.4129 -1.4019 -4.3363
H 4.0874 -0.8545 -4.8153
H 2.9221 -2.1838 -5.0490
H 2.5969 -0.5881 -5.7548
H 4.1011 0.0578 -2.6941
Cl -4.1373 3.6217 -1.1059
C -3.1074 3.4263 0.2483
C -2.8751 4.4952 1.1093
C -2.0277 4.3030 2.1865
C -1.3997 3.0730 2.3445
N -1.5714 2.0778 1.4492
C -0.7626 0.8272 1.5349
C -1.5502 -0.4145 1.5319
C -0.9293 -1.5959 2.1857
C -1.1349 -2.8542 1.6023
C -0.5336 -3.9864 2.1460
C 0.2151 -3.9063 3.3223
C 0.3610 -2.6533 3.9498
C -0.2084 -1.5105 3.3901
O -2.6088 -0.5201 0.8977
C -2.4930 2.2041 0.4445
H -3.3725 5.4485 0.9339
H -1.8164 5.0893 2.8993
H -0.6800 2.8930 3.1559
H 0.0422 0.9442 2.2413
H -1.7325 -2.9345 0.7020
H -0.6370 -4.9478 1.6230
H 0.6851 -4.8028 3.7390
H 0.9502 -2.5921 4.8586
H -0.1088 -0.5370 3.8848
H -2.6766 1.3610 -0.2033
```

Atom charges from the natural (NBO) analysis, given in e for atoms 1 to 6: -0.641, 0.231, -0.477, -0.280, 0.236, -0.636

---

Computed max |F|, in the same sequence as the records: 0.27, 8.91, 2.86, 3.73, 3.92 eV/A.